# 1
Entry from OMol25: a molecular structure, C27H38BF3O2 (wB97M-V/def2-TZVPD).

Geometry as XYZ:
```
71
Properties=species:S:1:pos:R:3:forces:R:3
C -3.457 -0.263 2.631 0.01 0.39 -0.23
C -2.371 0.599 1.916 0.18 0.18 1.06
C -0.919 0.215 2.205 -0.25 -0.05 -0.06
C 0.013 1.270 2.254 0.35 -0.27 0.33
C -0.436 2.704 2.174 0.03 0.27 -0.15
C 1.370 0.987 2.396 -0.06 -0.54 0.10
C 1.811 -0.335 2.532 -0.13 0.27 -0.43
C 3.275 -0.598 2.766 0.23 -0.07 0.18
C 0.884 -1.371 2.418 0.46 0.24 0.07
C -0.477 -1.126 2.237 0.23 0.49 0.23
C -1.370 -2.333 2.115 -0.11 -0.53 -0.03
H -4.400 0.300 2.700 0.32 -0.22 0.01
H -3.647 -1.173 2.060 -0.16 0.12 0.02
H -3.186 -0.580 3.638 0.18 0.23 0.03
H -2.540 1.649 2.206 0.10 -0.43 0.12
H 0.406 3.397 2.291 -0.11 -0.22 0.01
H -0.890 2.902 1.195 -0.01 0.11 0.26
H -1.176 2.939 2.950 0.19 0.01 -0.19
H 2.118 1.783 2.396 -0.31 -0.08 0.11
H 3.480 -1.675 2.831 0.01 0.33 -0.06
H 3.918 -0.153 1.988 -0.30 -0.21 0.20
H 3.570 -0.136 3.720 0.04 -0.18 -0.20
H 1.256 -2.401 2.454 -0.22 0.30 0.04
H -0.769 -3.251 2.077 0.00 0.29 0.04
H -2.047 -2.449 2.971 0.12 0.10 -0.28
H -1.963 -2.331 1.193 -0.01 0.07 0.25
C -2.212 -1.196 -5.872 -0.03 -0.46 -0.17
C -3.340 -0.310 -5.405 0.09 -0.38 -0.02
C -3.827 0.597 -6.548 -0.05 -0.13 -0.04
C -4.506 -1.049 -4.604 -0.19 -0.50 -0.02
C -5.768 -1.363 -5.391 -0.12 0.00 -0.37
C -4.049 -2.306 -3.876 0.18 -0.08 -0.04
O -4.896 -0.080 -3.605 0.59 0.84 -0.84
B -3.984 0.941 -3.791 0.27 -0.33 1.43
C -4.303 2.404 -3.471 0.11 0.28 0.68
C -5.623 2.785 -3.184 0.24 0.58 -0.38
C -5.970 4.130 -3.262 -0.02 -0.38 0.28
C -4.987 5.067 -3.554 0.20 0.36 0.05
C -5.409 6.495 -3.764 -0.02 0.60 -0.08
F -4.351 7.336 -3.966 -0.90 -0.60 0.13
F -6.219 6.592 -4.863 0.50 0.14 0.80
F -6.111 6.987 -2.701 0.39 -0.26 -0.79
C -3.645 4.717 -3.667 0.07 -0.30 0.21
C -3.295 3.368 -3.604 -0.50 0.43 -0.26
C -2.562 0.494 0.438 -0.22 -0.96 -2.35
C -3.990 0.835 -0.048 0.03 -0.33 -0.44
C -1.615 1.170 -0.607 -0.14 -0.07 -0.20
O -2.795 0.564 -4.396 -0.91 0.31 -0.05
H -2.567 -1.833 -6.690 0.17 -0.02 0.08
H -1.383 -0.581 -6.238 -0.21 -0.08 0.05
H -1.844 -1.832 -5.058 -0.04 0.21 -0.26
H -4.136 0.014 -7.417 -0.08 -0.02 0.05
H -4.660 1.252 -6.254 0.16 -0.20 0.02
H -2.998 1.244 -6.858 -0.11 -0.15 0.13
H -5.543 -2.065 -6.203 -0.10 0.16 0.05
H -6.499 -1.845 -4.724 0.25 0.20 -0.20
H -6.231 -0.452 -5.806 0.22 -0.37 0.13
H -3.850 -3.102 -4.601 0.07 0.04 0.14
H -3.143 -2.121 -3.284 -0.21 -0.05 -0.09
H -4.847 -2.655 -3.208 0.19 0.19 -0.13
H -6.379 2.040 -2.952 0.17 0.04 -0.18
H -6.996 4.441 -3.076 0.19 0.03 -0.13
H -2.877 5.474 -3.796 -0.22 -0.07 -0.06
H -2.250 3.078 -3.708 -0.31 -0.06 -0.10
H -2.399 -0.588 0.222 -0.24 0.53 0.20
H -4.343 0.018 -0.695 -0.16 0.30 0.14
H -4.725 0.997 0.736 0.03 -0.08 0.09
H -3.960 1.732 -0.671 -0.17 0.00 0.14
H -1.671 0.556 -1.531 -0.04 0.39 0.42
H -1.985 2.169 -0.888 0.22 -0.18 0.21
H -0.552 1.250 -0.370 -0.12 -0.18 0.30
```
Positions in Å, forces in eV/Å.

The calculation puts the gap between HOMO and LUMO at 8.689 eV. The multiplicity is 1. The value obtained for the lowest unoccupied orbital energy is 0.31 eV. The total charge is 0. For the HOMO energy, the calculation gives -8.38 eV. The total energy comes out at -1526.6778 a.u. The value obtained for the largest force on an atom is 2.545 eV/Å. The molar mass comes out at 462.40 g mol⁻¹.

# 2
Entry from OMol25: a molecular structure, C27H38BrInN6O3SSi2Te (wB97M-V/def2-TZVPD).

Geometry as XYZ:
```
80
Properties=species:S:1:pos:R:3:forces:R:3
In -0.702 -0.191 0.405 -0.18 0.09 0.11
O -3.846 -1.764 3.104 -0.03 -0.08 -0.04
C -3.250 -1.247 2.158 -0.02 0.20 0.10
O -2.009 -1.291 1.912 0.10 -0.06 -0.08
C -4.088 -0.403 1.194 -0.02 -0.05 -0.04
C -5.461 -0.267 1.376 0.01 0.01 0.00
C -6.167 0.533 0.498 0.00 0.00 0.01
C -5.484 1.172 -0.531 0.00 0.00 0.00
C -4.118 0.972 -0.635 -0.03 0.00 0.00
N -3.440 0.203 0.210 -0.07 -0.08 -0.04
H -5.922 -0.789 2.202 0.00 0.00 0.00
H -7.238 0.665 0.611 0.00 0.00 0.00
H -5.997 1.809 -1.240 0.00 0.00 0.00
H -3.531 1.442 -1.415 0.02 0.02 -0.03
C 3.064 -0.862 1.435 -0.03 -0.02 -0.01
Si 1.241 -0.821 1.962 0.10 -0.06 -0.03
C 0.985 -2.345 3.039 -0.06 0.02 -0.02
C 1.167 0.712 3.130 0.01 0.02 0.01
C 2.018 0.668 4.245 -0.02 0.01 -0.02
C 2.114 1.710 5.151 -0.01 0.02 0.01
C 1.344 2.850 4.960 0.02 -0.01 0.02
C 0.491 2.913 3.871 0.00 -0.03 -0.02
C 0.376 1.869 2.942 -0.01 0.01 0.03
Si -0.906 2.109 1.531 0.09 -0.02 0.06
C -2.551 2.387 2.440 0.02 -0.01 -0.01
C -0.504 3.776 0.739 -0.07 -0.02 -0.04
H 3.703 -0.890 2.324 0.00 0.01 0.02
H 3.332 0.021 0.851 0.00 0.00 0.00
H 3.269 -1.753 0.839 0.01 -0.02 0.01
H 1.695 -2.387 3.871 0.01 0.00 0.01
H 1.114 -3.238 2.423 0.02 -0.01 -0.01
H -0.033 -2.352 3.430 -0.01 0.00 0.02
H 2.627 -0.216 4.408 0.01 -0.01 0.00
H 2.784 1.635 6.002 0.00 0.00 0.00
H 1.405 3.680 5.657 0.00 0.00 0.00
H -0.109 3.809 3.736 -0.01 0.01 0.00
H -2.469 3.224 3.142 0.00 0.01 0.01
H -2.842 1.500 3.005 0.00 0.00 0.01
H -3.351 2.615 1.731 -0.01 0.00 0.00
H -0.451 4.566 1.495 0.01 0.01 0.01
H -1.289 4.038 0.024 0.00 0.01 -0.01
H 0.437 3.735 0.191 0.06 0.01 -0.04
C 4.503 -0.542 -3.309 0.01 0.01 0.00
N 3.660 0.291 -2.494 0.00 -0.04 0.02
C 3.546 1.714 -2.659 -0.02 0.02 0.00
C 2.251 2.006 -1.888 0.07 -0.04 -0.06
O 1.811 3.141 -1.769 -0.06 0.03 0.06
N 1.721 0.845 -1.427 0.07 0.12 0.02
C 2.538 -0.138 -1.832 0.03 -0.07 0.06
N 2.334 -1.416 -1.637 -0.07 -0.42 0.16
H 4.618 -0.095 -4.301 0.00 -0.01 0.00
H 4.051 -1.526 -3.433 0.01 -0.01 0.00
H 5.498 -0.674 -2.874 0.00 0.00 0.00
H 3.420 1.999 -3.710 0.00 0.01 0.01
H 4.383 2.274 -2.236 0.00 -0.01 0.01
H 1.544 -1.803 -1.121 -0.15 0.39 -0.19
H 3.046 -2.148 -1.728 0.06 0.11 -0.10
C 4.699 -7.856 -0.190 0.01 0.00 0.00
C 4.413 -6.437 -0.607 0.04 0.02 -0.02
C 5.433 -5.596 -1.054 -0.01 -0.03 0.01
C 5.026 -4.323 -1.414 0.05 0.02 -0.02
N 3.781 -3.900 -1.341 -0.03 0.03 0.00
C 2.824 -4.768 -0.862 -0.01 -0.02 -0.03
S 1.217 -4.249 -0.711 0.13 -0.13 0.06
N 3.159 -6.049 -0.515 -0.03 0.00 0.01
H 5.736 -8.133 -0.385 0.00 0.00 0.00
H 4.034 -8.536 -0.723 0.00 0.00 0.00
H 4.494 -7.972 0.875 0.00 0.00 0.01
H 6.464 -5.912 -1.122 0.00 -0.01 0.00
H 5.754 -3.602 -1.786 0.00 0.01 0.00
C -0.953 4.446 -3.280 -0.01 -0.01 0.02
Te -0.949 2.328 -2.933 0.02 0.08 -0.08
C -2.754 2.025 -4.052 0.00 0.03 0.02
H -0.893 4.676 -4.343 0.00 -0.01 -0.02
H -0.071 4.831 -2.771 0.02 -0.02 0.00
H -1.843 4.902 -2.850 -0.02 0.00 0.00
H -3.575 2.590 -3.613 -0.02 -0.01 0.00
H -2.974 0.960 -3.995 -0.02 -0.01 0.01
H -2.623 2.315 -5.093 0.02 0.00 0.00
Br -1.242 -1.078 -1.965 -0.03 -0.02 0.05
```
Positions in Å, forces in eV/Å.

The calculation puts the gap between HOMO and LUMO at 5.434 eV. The multiplicity is 1. The value obtained for the lowest unoccupied orbital energy is 3.71 eV. The relative energy (zero: lowest compared OMol25 entry of this formula, charge and spin) is 12.91 kcal per mole. The total charge is -2. For the HOMO energy, the calculation gives -1.73 eV. The total energy comes out at -5615.4904 a.u. The value obtained for the largest force on an atom is 0.457 eV/Å. The molar mass comes out at 905.20 g mol⁻¹.

# 3
Entry from OMol25: a molecular structure, C27H38Cl2HgN3O6 (wB97M-V/def2-TZVPD).

Geometry as XYZ:
```
77
Properties=species:S:1:pos:R:3:forces:R:3
O 0.568 -0.030 -2.091 -0.06 -0.38 1.32
C -0.346 0.231 -3.082 -0.21 0.45 -0.30
C -0.081 1.613 -3.694 -0.51 -0.26 0.03
C 0.538 2.641 -2.982 0.01 0.08 -0.18
H 0.838 2.485 -1.940 -0.09 -0.05 -0.43
C 0.753 3.876 -3.605 -0.10 -0.19 -0.10
H 1.275 4.659 -3.054 -0.19 -0.07 -0.14
C 0.315 4.098 -4.915 -0.01 -0.16 0.11
H 0.474 5.067 -5.395 -0.03 -0.29 0.14
C -0.339 3.070 -5.604 0.06 -0.11 0.03
H -0.690 3.221 -6.623 0.06 0.09 0.13
C -0.528 1.830 -4.997 0.20 0.40 0.14
H -1.044 1.003 -5.493 0.16 0.36 -0.04
H -0.177 -0.494 -3.910 -0.10 0.08 0.00
C -2.195 -1.395 -2.381 -0.17 -0.13 0.17
C -1.822 0.033 -2.651 0.46 0.88 -0.33
H -3.277 -1.540 -2.502 0.28 -0.11 0.05
H -1.922 -1.663 -1.344 -0.21 -0.05 -0.52
H -1.660 -2.069 -3.072 -0.15 0.17 0.24
C -2.640 1.083 -2.464 0.52 -0.57 -0.27
C -4.053 1.028 -1.998 -0.36 0.24 0.10
H -2.252 2.092 -2.637 -0.05 -0.30 -0.06
H -4.722 1.455 -2.754 0.02 -0.05 -0.07
H -4.131 1.657 -1.107 -0.16 -0.18 -0.08
H -4.404 0.025 -1.731 0.16 0.30 -0.05
Hg -0.310 0.269 -0.049 0.02 -0.28 -0.20
Cl -2.804 0.404 0.790 -0.78 -0.12 -1.36
C -1.090 0.060 2.848 0.37 1.08 -0.81
O -0.422 -0.783 2.233 -0.79 0.65 0.36
N -1.218 0.099 4.170 -0.07 -0.58 1.24
C -0.698 -1.043 4.891 -0.02 0.12 0.23
C -1.949 1.133 4.892 0.04 -0.20 -0.32
H -1.686 0.864 2.329 1.24 -0.57 0.90
H -0.140 -1.626 4.152 -0.03 0.00 0.37
H -1.515 -1.647 5.309 0.11 0.05 0.00
H -0.046 -0.709 5.703 0.03 -0.12 -0.01
H -2.136 1.991 4.239 0.10 -0.20 0.02
H -1.373 1.472 5.757 0.14 0.01 -0.13
H -2.914 0.781 5.277 0.04 -0.14 -0.13
H 4.840 1.868 -2.047 -0.10 0.05 -0.07
H 4.801 2.195 0.581 -0.11 -0.16 0.00
C 3.750 1.775 -1.925 0.15 -0.27 0.11
C 3.725 1.968 0.529 -0.27 0.25 -0.02
N 3.430 1.176 -0.645 0.26 -0.50 -0.05
H 3.339 1.146 -2.722 0.04 0.28 0.10
C 3.081 -0.140 -0.581 -0.59 -0.08 0.44
O 2.662 -0.737 0.408 0.81 0.45 -0.91
H 3.376 1.451 1.428 0.10 0.13 -0.31
H 3.187 -0.636 -1.572 -0.20 0.15 0.25
H 3.309 2.777 -1.982 -0.01 -0.22 -0.08
H 3.195 2.927 0.425 0.07 -0.21 0.26
H -0.059 -5.466 0.537 -0.10 0.10 -0.08
H 2.141 -5.629 -1.124 0.02 0.12 0.06
C -0.455 -4.946 -0.345 0.15 -0.04 0.01
C 1.612 -4.912 -1.761 -0.14 0.15 0.04
N 0.594 -4.195 -1.018 -0.02 -0.43 -0.15
H -1.227 -4.236 -0.033 0.19 -0.23 -0.03
C 0.645 -2.862 -0.834 -1.01 1.12 1.09
O -0.150 -2.281 -0.073 1.29 -0.84 -1.29
H 2.332 -4.193 -2.160 -0.08 -0.12 0.06
H 1.414 -2.328 -1.422 -0.26 -0.09 0.28
H -0.876 -5.694 -1.026 0.05 0.10 0.01
H 1.181 -5.479 -2.593 -0.07 0.11 0.02
Cl 0.020 7.134 5.316 -0.04 0.40 0.34
C 0.271 5.799 4.262 0.14 -1.26 -1.07
C 1.150 4.763 4.626 -0.35 0.44 -0.29
C 1.327 3.682 3.764 -0.25 0.31 0.11
C 0.628 3.615 2.556 0.14 0.43 0.07
C -0.223 4.652 2.188 0.05 0.10 0.31
C -0.415 5.741 3.036 0.34 0.00 0.46
C 0.773 2.402 1.683 -0.11 -1.28 -0.34
O 1.297 1.395 2.204 -0.43 1.13 -0.60
O 0.269 2.463 0.490 0.52 0.06 1.22
H 1.679 4.828 5.572 -0.05 -0.05 -0.12
H 1.995 2.868 4.026 -0.12 0.05 -0.05
H -0.741 4.573 1.238 0.03 0.05 0.10
H -1.084 6.547 2.756 0.04 -0.05 0.07
```
Positions in Å, forces in eV/Å.

The calculation puts the gap between HOMO and LUMO at 7.893 eV. The multiplicity is 1. The value obtained for the lowest unoccupied orbital energy is 2.61 eV. The relative energy (zero: lowest compared OMol25 entry of this formula, charge and spin) is 0.00 kcal per mole. The total charge is -1. For the HOMO energy, the calculation gives -5.29 eV. The total energy comes out at -2741.2353 a.u. The value obtained for the largest force on an atom is 2.007 eV/Å. The molar mass comes out at 772.11 g mol⁻¹.